1.
This record from OMol25 describes a cluster of 5 separate species, C14H32Cl8FO3PSi in total. The level of theory is ωB97M-V/def2-TZVPD.

Frontier orbital gap in eV: 10.19
LUMO energy in eV: 0.45
Total energy in eV: -141247.589

XYZ file:
```
60
Properties=species:S:1:pos:R:3:lowdin_charge:R:1
O -1.4622 0.9599 -0.0948 -0.193
C -0.7525 4.4259 4.6066 -0.655
C -1.5573 0.8721 1.3344 -0.293
H 0.3493 -3.6143 0.8822 0.073
H -1.5708 -0.6486 -3.2914 0.064
Cl 2.6474 -0.1996 -6.7607 0.538
H -2.2942 0.2936 5.9170 0.039
H -2.4309 1.3986 1.7092 0.117
C -0.3041 1.5303 1.9019 -0.055
H -0.6501 -1.2967 -7.9869 0.073
Cl 1.1378 5.7242 6.0916 0.541
H -0.1752 0.2107 -7.1954 0.071
C 0.0499 -0.8486 -7.2841 -0.647
F 0.1965 2.8022 -3.0465 -0.199
Si 1.1953 1.5578 -3.0605 0.538
H 5.1210 -1.8335 -1.6942 0.069
H -0.0093 -1.3171 0.2171 0.096
H -1.0100 -2.9387 1.7287 0.044
C 1.4603 -1.0744 -7.7594 -0.662
H -3.1292 -2.5957 5.3472 0.070
H 4.2325 -2.0240 0.6518 0.075
Cl -0.2448 -1.6092 -5.6983 0.581
H -0.0066 2.3089 1.2051 0.081
C 3.5723 -1.8729 -0.2005 -0.638
Cl 3.1541 -2.3880 -2.8590 0.569
H -1.2861 -4.0596 0.3695 0.085
H -1.4783 1.0424 -2.8868 0.074
H -1.5961 -0.1392 1.7246 0.004
Cl -0.6255 2.8810 5.4898 0.557
H 0.4749 6.0004 3.8595 0.074
H -2.7474 -0.8735 7.1647 0.074
H -1.4950 5.0383 5.1105 0.069
O -3.5640 0.0995 -1.2968 -0.258
Cl 3.2498 -0.1216 -0.3039 0.576
H -0.4494 1.9323 2.8974 0.023
H -0.1942 -2.4301 -1.1492 0.115
C 0.3547 0.0250 -2.4090 -0.363
H 1.7193 -2.1296 -7.7400 0.067
C 4.2340 -2.4084 -1.4421 -0.649
C -2.3327 -0.7645 6.1642 -0.664
C -1.1981 0.0470 -2.5508 -0.257
H 1.5679 -0.7078 -8.7786 0.072
Cl -0.6543 -1.3680 6.2297 0.534
H 1.7550 1.3548 -4.4081 -0.059
C -0.6703 -3.2551 0.7546 -0.059
H 2.3494 1.9023 -2.2073 -0.055
H 0.6542 -0.0594 -1.3731 -0.002
H 0.5041 0.8035 1.8875 0.069
P -2.1452 -0.1284 -1.0365 0.454
H 4.5227 -3.4451 -1.2786 0.073
O -1.9703 -1.6139 -0.4570 -0.183
H -4.2133 -1.2043 5.2528 0.076
H 2.6287 -2.3737 -0.0023 0.053
H 1.3408 4.4783 4.1031 0.068
C 0.5734 5.1323 4.5084 -0.665
H 0.7485 -0.8417 -2.9325 0.008
C -0.6322 -2.1013 -0.2100 -0.289
Cl -2.6521 -1.2032 3.5027 0.647
C -3.1756 -1.5236 5.1757 -0.633
H -1.1162 4.1922 3.6068 0.065
```

2.
This record from OMol25 describes a cluster of 9 separate species, C14H32ClO18 in total. The level of theory is ωB97M-V/def2-TZVPD.

Charge: -1
Frontier orbital gap in eV: 9.85
LUMO energy in eV: 2.20
Total energy in eV: -64410.808

XYZ file:
```
65
Properties=species:S:1:pos:R:3:lowdin_charge:R:1
O 2.9491 -1.1047 1.6093 0.090
C 1.0183 2.8280 -4.2782 -0.073
H 0.0915 -3.1678 1.9879 -0.025
C -1.9840 3.7063 1.7354 -0.168
O -1.9539 -0.0189 0.2183 -0.331
H 3.2707 0.2371 -3.5948 0.083
O 0.4310 -3.8383 2.5907 -0.068
Cl -0.5599 -0.3186 0.4235 0.679
H 2.5876 1.7571 -5.4166 0.144
H 3.4607 2.1892 1.6810 0.089
O 0.3828 2.9414 -0.7191 -0.054
O 3.3012 2.8565 -3.8097 0.068
H -2.3873 4.5743 2.2751 0.072
C 3.8765 -2.0535 1.3519 -0.548
O 0.2103 0.0324 -0.7525 -0.362
O -4.5426 -3.6985 3.1768 0.075
H 2.4068 1.2355 2.7004 0.083
H 4.2011 1.1416 2.8668 0.087
H -0.9117 3.8213 1.6041 0.072
H 1.5473 0.0109 -4.0012 0.094
H -4.3631 0.1736 1.9745 0.084
O 1.0300 -4.1187 -0.3812 -0.130
H 0.9309 -3.1841 -0.1650 0.034
C 2.2828 0.6961 -3.5816 -0.018
O -6.0251 -4.9843 2.0764 0.148
C -5.4066 -3.9734 2.1805 -0.568
H 0.5982 -3.6114 -2.3833 0.073
O -0.0566 0.4756 1.5233 -0.341
C -3.9687 -2.4169 2.9999 -0.085
C -5.1345 -0.5578 1.7197 -0.025
H 0.1780 2.0018 -0.5822 -0.006
H 4.5791 -0.0497 -0.6572 0.125
H 2.6394 0.4831 0.3483 0.124
C 0.3476 -4.3326 -1.6031 -0.158
H -2.5259 3.7966 0.7861 0.066
C 3.3588 1.2154 2.1759 -0.022
O -2.3676 2.5553 2.4574 -0.127
H 1.3400 2.9940 -0.6639 0.045
O 4.9800 -1.5006 0.7816 0.063
H 0.6378 3.0383 -5.2779 0.129
H 1.9949 0.9426 -2.5587 0.068
O -2.3508 2.6799 -1.7700 -0.067
H -1.4395 2.8575 -1.5058 -0.015
C -4.5343 -1.9269 1.6371 -0.310
H -5.6734 -0.2418 0.8294 0.086
H -0.7334 -4.2185 -1.4309 0.079
H -1.7062 1.8604 2.3650 0.037
H -5.8308 -0.4949 2.5644 0.089
C 2.3238 1.9913 -4.3845 -0.306
C 4.7160 -0.1562 0.4177 -0.083
O 3.7390 -3.2105 1.5650 0.171
C 3.3635 0.1622 1.1004 -0.322
O -5.5033 -2.9325 1.3246 0.086
H 1.2658 -4.0839 2.1787 0.011
H -3.6832 -1.9932 0.9581 0.139
H 0.5296 -5.3705 -1.8651 0.074
O 3.4107 5.0269 -3.2121 0.159
O 1.4378 4.0428 -3.6699 0.066
H -2.8806 -2.4251 2.9614 0.132
H -4.2585 -1.7462 3.8122 0.128
H -2.7146 2.1837 -1.0296 0.015
H 5.5068 0.4898 0.7937 0.129
H 0.2473 2.3680 -3.6643 0.127
C 2.7738 4.0822 -3.5412 -0.569
O -0.4503 -1.7192 0.7477 -0.343
```

3.
This record from OMol25 describes a structure of composition C14H32F6N4O19PS4. The level of theory is ωB97M-V/def2-TZVPD.

Charge: -1
Frontier orbital gap in eV: 9.18
LUMO energy in eV: 2.00
Total energy in eV: -128810.052

XYZ file:
```
80
Properties=species:S:1:pos:R:3:lowdin_charge:R:1
O 0.3140 -3.0801 -1.8708 -0.262
H -0.7379 -1.4414 1.3597 0.040
H -2.3063 -1.6036 0.6571 0.147
H 4.1899 -0.8572 -0.3185 0.148
C -1.1724 3.2099 1.6266 -0.248
F -0.4601 1.1248 1.3501 -0.181
O -0.0012 -1.6954 -3.7378 -0.166
C 0.0297 3.2420 0.7793 -0.318
H 1.9176 -1.9284 0.5750 0.085
P 0.5369 0.3183 0.3841 0.406
O -4.7120 -1.5550 2.6549 -0.233
H 1.2387 -5.8094 -0.1377 0.129
H -0.6109 -1.9284 -0.5497 0.066
O 0.0216 4.4662 0.1594 -0.144
O -1.5465 6.4128 0.6613 -0.246
C -1.4749 2.0482 -1.3008 -0.213
H -0.4572 -5.1652 1.8256 0.106
H 0.0719 -4.6865 -0.6468 0.116
N 2.0807 3.4739 -0.2469 0.153
O 1.7922 -3.8735 -0.1179 -0.068
C 2.4858 2.5836 -1.1068 -0.729
H -0.9409 3.5586 2.6331 0.159
O 4.7567 -0.8879 2.0831 0.043
H -2.7629 0.5831 1.4887 0.140
F 0.3649 1.5285 -0.6368 -0.198
C 1.1834 -2.7068 0.3668 -0.223
H 0.6646 -2.4588 2.4228 0.134
O -2.1031 3.7812 0.8892 -0.137
H -1.8148 1.0360 -1.0814 0.139
C -0.6899 -1.1350 -2.5963 -0.148
H -1.7097 -0.8434 -2.8476 0.151
H 2.4819 -0.7285 -0.0099 -0.145
H 1.8116 -0.2886 1.6518 -0.019
H -0.2195 -0.2965 -2.0828 0.075
F 0.6465 -0.7990 1.5117 -0.163
S -2.5011 2.9660 -3.4600 0.824
H 1.0962 -4.7986 2.4038 0.113
C -0.4524 1.9366 -2.4063 -0.212
H 0.8887 3.1612 1.4454 0.137
O -3.7310 2.4845 -4.1355 -0.260
O -2.2405 -2.3580 2.4841 -0.173
N 3.4099 -0.9594 0.3149 0.161
S -1.4598 5.0934 0.0186 0.829
N 2.9355 1.5036 -0.4755 0.137
C -0.7772 -2.2468 -1.5788 -0.232
C 3.6741 -0.8513 1.5706 -0.779
H 0.2655 1.1512 -2.1700 0.117
H -1.2664 2.5655 -0.3644 0.089
H -1.7303 -2.7357 -1.7802 0.147
C -1.7999 -1.3570 1.5903 -0.254
H 1.6952 3.1872 0.6415 0.043
F 1.6988 1.3245 0.9584 -0.131
O -3.3504 -2.3267 4.6942 -0.247
H 0.1316 2.4232 0.0671 -0.057
O 2.7501 2.7453 -2.2799 0.059
N 2.5937 -0.5466 2.2366 0.174
O -1.0458 -3.9893 -3.9135 -0.237
C 0.3047 -3.0388 1.5730 -0.127
S 0.1995 -3.3615 -3.5145 0.809
H 2.4941 4.3829 -0.3984 0.156
O -1.2418 1.8509 -3.5506 -0.158
H -0.7168 -2.7155 1.3727 0.055
H 0.1176 2.8632 -2.3369 0.145
C -2.0672 0.0281 2.1180 -0.129
H -1.3174 0.8164 2.1859 0.028
O -2.5997 2.6454 -1.8601 -0.200
C 0.4250 -4.5763 1.5743 -0.089
H 2.8458 1.3643 0.5208 0.028
S -3.4718 -1.7457 3.3642 0.737
F 1.5525 -0.4213 -0.4940 0.049
F -0.7213 -0.4754 -0.2664 -0.175
C 0.8376 -4.8281 0.1160 -0.216
H 0.4705 -2.4724 -0.4236 0.041
H -1.4473 2.1586 1.7114 0.096
O -1.9480 4.9991 -1.3701 -0.246
H 2.6668 -0.4350 3.2377 0.143
O -2.0134 4.3781 -3.6334 -0.271
H 3.2036 0.7526 -1.0954 0.116
O -2.7450 -0.2140 3.4035 -0.198
O 1.5189 -3.9268 -3.8872 -0.239
```

4.
This record from OMol25 describes a structure of composition C14H32LiNO14P. The level of theory is ωB97M-V/def2-TZVPD.

Charge: -1
Frontier orbital gap in eV: 4.04
LUMO energy in eV: 1.74
Total energy in eV: -54680.666
Energy relative to the best compared isomer or geometry (same formula, charge and spin) in eV: 2.386

XYZ file:
```
63
Properties=species:S:1:pos:R:3:lowdin_charge:R:1
H 6.2881 -33.7004 20.6724 0.088
O 5.3603 -30.4054 17.9217 -0.051
C 9.2003 -33.6748 16.0353 0.061
H 11.7880 -43.7851 20.3505 0.077
O 5.6653 -40.4134 20.9797 -0.148
H 2.3882 -37.6039 18.7310 0.107
C 10.5400 -40.8766 19.8991 -0.575
Li 7.2343 -36.4083 19.0691 0.584
O 7.6532 -36.5192 20.8633 -0.468
C 5.3767 -40.0776 19.5854 -0.233
H 9.1755 -38.9188 17.3284 0.026
O 9.6800 -35.0802 15.6951 -0.001
H 10.3823 -38.1202 19.7757 0.137
O 5.8276 -35.7616 22.2242 -0.367
P 6.2834 -36.8107 21.3451 -0.412
C 3.4655 -40.3755 17.2709 -0.073
N 3.6191 -39.1385 18.0139 -0.379
H 11.7638 -42.8126 18.9964 0.051
H 9.9433 -33.0991 15.6813 0.050
O 9.7885 -37.3691 16.1340 0.013
H 2.8750 -40.2473 16.2674 0.127
O 10.2131 -39.9141 20.8076 0.003
H 2.9215 -41.1969 17.8092 0.114
C 6.2575 -31.4501 18.3217 -0.424
C 4.0182 -39.3814 19.5174 -0.045
H 8.8670 -38.7341 19.8583 0.030
H 4.3683 -40.9384 16.7509 0.140
H 6.1325 -39.4484 19.4838 0.052
H 8.2483 -33.4915 15.3852 0.142
O 6.1304 -38.1957 21.8628 -0.317
H 3.0501 -39.9360 19.7923 0.149
C 2.3187 -38.4295 18.0505 -0.007
C 9.1329 -36.1601 16.3082 -0.475
O 10.9476 -41.9350 20.5245 0.019
H 7.0599 -33.9106 19.0937 0.043
H 5.5583 -38.9120 17.2702 0.125
H 6.7504 -29.0702 17.1189 0.074
H 8.9961 -33.4629 16.9643 0.015
O 8.2116 -36.0279 17.1187 0.054
H 9.4129 -38.0624 21.4044 0.091
C 5.7493 -29.4930 17.0498 -0.201
O 7.4291 -31.4715 17.8835 0.053
H 4.0897 -38.5403 20.1414 0.100
H 5.8590 -39.5099 21.4360 -0.025
H 10.2431 -43.5552 19.2836 0.139
H 8.4532 -38.5728 15.7389 0.106
H 5.3881 -29.7394 15.8961 0.145
H 4.4972 -37.8621 16.4734 0.071
C 11.1918 -43.1185 19.7970 -0.042
H 5.4542 -41.0852 19.1112 0.124
H 2.3062 -37.9378 17.0958 0.100
H 9.7513 -39.2801 15.9069 0.082
H 1.5178 -39.0263 18.5388 0.126
C 4.6276 -38.3052 17.4138 -0.068
H 5.3055 -28.4699 17.4176 0.113
C 9.6314 -38.6922 20.5421 -0.070
O 5.8288 -32.2660 19.3302 -0.018
O 10.5856 -40.7795 18.6800 0.089
O 5.7407 -36.7317 20.0324 -0.447
C 9.2509 -38.5645 16.4418 -0.069
H 4.7442 -37.2181 17.7957 0.143
H 7.5478 -32.5366 20.3818 0.149
C 6.7873 -33.2398 19.8188 0.005
```